Computed, not measured: 4 unconnected molecules or ions with the total composition C8H24O4, with the ωB97M-V functional and the def2-TZVPD basis.

The orbital gap comes out at 0.364 Eh. Its SMILES is CCO.CCO.CCO.CCO.

The geometry in XYZ format:
```
36
C8H24O4 (the ωB97M-V functional and the def2-TZVPD basis)
C 1.137 -0.390 -0.740
C 0.468 -1.422 0.116
O -0.281 -0.724 1.117
H 0.364 0.135 -1.302
H 1.929 -0.892 -1.294
H 1.768 0.241 -0.114
H 1.145 -2.106 0.629
H -0.110 -2.140 -0.465
H -0.617 -1.421 1.685
C 2.210 3.845 0.085
C 0.998 4.554 0.780
O 0.965 4.229 2.214
H 3.021 4.233 0.701
H 2.415 4.073 -0.961
H 2.233 2.760 0.189
H 0.086 4.247 0.268
H 1.060 5.637 0.673
H 0.585 3.349 2.262
C 0.641 -6.053 -1.881
C -0.495 -5.046 -1.821
O -1.710 -5.683 -2.326
H 0.867 -6.526 -2.837
H 0.400 -6.872 -1.203
H 1.571 -5.689 -1.444
H -0.054 -4.158 -2.274
H -0.686 -4.742 -0.792
H -2.006 -5.241 -3.124
C -2.434 3.347 1.252
C -2.020 1.842 1.355
O -0.595 1.854 1.558
H -3.512 3.365 1.086
H -2.012 3.754 0.334
H -2.266 3.937 2.153
H -2.120 1.210 0.473
H -2.644 1.547 2.199
H -0.302 0.946 1.450
```